No. 1
DFT (ωB97M-V/def2-TZVPD) results for a structure of composition C15H45BN3O4Ti in a non-equilibrium geometry.

XYZ file:
```
69
C15H45BN3O4Ti (ωB97M-V/def2-TZVPD)
Ti 0.80 -0.28 0.60
B 0.69 -2.66 1.18
H 1.62 -2.17 1.63
H 0.72 -2.62 0.04
H 0.61 -3.76 1.52
H -0.20 -2.02 1.52
C -1.59 2.37 1.67
C -2.04 0.97 1.30
C -3.53 0.90 1.05
O -4.33 1.37 2.13
C -4.37 0.47 3.22
N -1.33 0.56 0.05
H -2.11 2.69 2.57
H -1.74 3.06 0.83
H -0.52 2.40 1.89
H -1.73 0.24 2.06
H -3.85 -0.10 0.76
H -3.79 1.58 0.24
H -5.21 0.71 3.87
H -3.44 0.54 3.79
H -4.51 -0.58 2.94
H -1.67 -0.35 -0.26
H -1.64 1.23 -0.64
C 1.28 1.30 -2.50
C 1.13 -0.22 -2.54
C 1.69 -0.75 -3.88
O 1.61 -2.15 -3.79
C 2.13 -2.90 -4.88
N 1.89 -0.76 -1.40
H 2.33 1.59 -2.39
H 0.69 1.75 -1.69
H 0.95 1.81 -3.41
H 0.07 -0.42 -2.42
H 2.72 -0.37 -3.93
H 1.09 -0.37 -4.71
H 2.46 -3.85 -4.48
H 2.99 -2.40 -5.33
H 1.34 -3.01 -5.62
H 1.85 -1.78 -1.44
H 2.83 -0.46 -1.65
C 4.84 1.87 2.23
C 3.37 1.76 1.86
C 2.89 2.81 0.87
O 2.76 4.04 1.56
C 1.85 4.92 0.98
N 3.09 0.39 1.40
H 5.11 2.82 2.71
H 5.50 1.73 1.37
H 5.08 1.15 3.02
H 2.84 1.87 2.81
H 1.93 2.48 0.45
H 3.65 2.96 0.09
H 1.89 4.99 -0.12
H 2.06 5.94 1.30
H 0.83 4.68 1.29
H 3.43 -0.33 2.03
H 3.58 0.30 0.52
C -3.49 -3.26 1.03
C -3.00 -3.13 -0.41
C -4.14 -2.74 -1.34
O -1.89 -2.23 -0.50
H -4.10 -4.17 1.08
H -4.10 -2.43 1.39
H -2.67 -3.39 1.73
H -2.62 -4.11 -0.72
H -4.58 -1.77 -1.10
H -4.92 -3.49 -1.23
H -3.84 -2.70 -2.38
H -1.24 -2.55 0.16
```

As for the multiplicity: 4. The calculation puts the total energy at -1937.88197 Eh. The value obtained for the energy relative to the best compared isomer or geometry (same formula, charge and spin) is 0.000 eV.



No. 2
DFT (ωB97M-V/def2-TZVPD) results for a structure of composition C15H46BN7O9Pd in a non-equilibrium geometry.

XYZ file:
```
79
C15H46BN7O9Pd (ωB97M-V/def2-TZVPD)
N -6.04 2.62 -4.26
H -6.32 3.05 -3.39
H -5.83 3.37 -4.90
H -6.89 2.13 -4.48
H -5.27 1.96 -4.22
Pd 1.11 1.19 -4.70
B -2.13 -0.46 -2.66
H -1.61 0.46 -2.46
H -2.61 -0.57 -3.62
H -1.27 -1.10 -2.59
H -2.79 -0.63 -1.82
C 0.43 4.88 -7.15
O 0.43 6.07 -7.28
O -0.50 4.23 -6.63
O 1.44 4.19 -7.28
C 3.94 2.76 -2.64
O 3.43 1.40 -2.67
C 4.17 0.50 -1.80
C 4.42 -0.83 -2.62
N 4.52 -0.70 -4.06
C 5.93 -0.35 -4.46
C 6.07 -0.43 -5.96
O 5.66 -1.70 -6.45
C 5.64 -1.70 -7.82
H 4.09 3.24 -1.68
H 3.38 3.40 -3.32
H 4.95 2.87 -3.03
H 3.62 0.28 -0.88
H 5.13 0.95 -1.57
H 3.67 -1.55 -2.33
H 5.35 -1.24 -2.22
H 4.53 -1.68 -4.34
H 6.66 -1.06 -4.09
H 6.19 0.67 -4.17
H 7.07 -0.11 -6.25
H 5.40 0.35 -6.34
H 4.74 -1.19 -8.14
H 5.49 -2.73 -8.14
H 6.35 -1.07 -8.36
C -3.49 0.68 10.07
O -2.43 0.87 10.98
C -2.05 -0.26 11.83
C -0.76 -0.78 11.11
N -1.15 -1.59 10.00
C -0.14 -2.15 9.05
C -0.85 -3.01 7.97
O -1.52 -1.94 7.16
C -2.14 -2.46 6.00
H -3.83 1.64 9.68
H -4.35 0.18 10.52
H -3.20 0.08 9.21
H -2.92 -0.91 11.88
H -1.91 0.15 12.83
H -0.29 -1.42 11.86
H -0.08 0.05 10.95
H -1.79 -1.11 9.39
H 0.59 -2.68 9.66
H 0.49 -1.37 8.63
H -1.47 -3.78 8.41
H -0.17 -3.64 7.39
H -1.30 -2.72 5.36
H -2.70 -1.74 5.42
H -2.82 -3.29 6.20
C -4.80 3.79 1.72
O -5.83 3.25 1.17
N -4.88 4.73 2.54
N -3.65 3.21 1.69
H -3.95 4.95 2.84
H -5.63 5.41 2.44
H -2.88 3.65 2.19
H -3.54 2.46 1.03
C -0.60 -3.44 -8.14
O -0.03 -2.40 -7.78
N -1.46 -4.22 -7.49
N -0.45 -4.15 -9.25
H -1.98 -4.89 -8.03
H -1.73 -3.86 -6.58
H -1.07 -4.94 -9.16
H 0.22 -3.82 -9.94
```

As for the multiplicity: 3. The calculation puts the total energy at -1811.72822 Eh.



No. 3
DFT (ωB97M-V/def2-TZVPD) results for a cluster of 9 separate species, C15H48O9 in total in a non-equilibrium geometry.

XYZ file:
```
72
C15H48O9 (ωB97M-V/def2-TZVPD)
C 4.56 6.04 -3.12
C 5.99 6.55 -3.07
O 6.47 6.37 -1.75
H 4.05 6.58 -3.91
H 4.08 6.29 -2.17
H 4.54 4.97 -3.32
H 6.07 7.59 -3.36
H 6.54 6.06 -3.88
H 7.05 5.60 -1.74
C -4.25 2.36 -5.96
C -4.22 3.66 -5.15
O -2.86 4.00 -4.86
H -3.85 1.50 -5.43
H -3.71 2.45 -6.90
H -5.29 2.04 -6.10
H -4.79 3.56 -4.22
H -4.65 4.46 -5.75
H -2.51 4.62 -5.50
C -0.27 -5.15 7.49
C -0.54 -5.50 6.00
O 0.28 -6.56 5.70
H -0.50 -6.07 8.04
H -0.89 -4.36 7.91
H 0.78 -4.89 7.59
H -0.35 -4.65 5.35
H -1.56 -5.85 5.84
H 1.13 -6.19 5.45
C -3.94 4.40 1.89
C -2.86 5.37 1.57
O -2.16 5.79 2.73
H -3.55 3.63 2.56
H -4.39 3.92 1.02
H -4.78 4.89 2.38
H -3.17 6.15 0.87
H -2.21 4.77 0.92
H -1.70 5.00 3.02
C -0.36 -7.67 -2.56
C 0.28 -7.72 -3.97
O 0.14 -8.96 -4.54
H -1.42 -7.91 -2.58
H -0.21 -6.66 -2.20
H 0.15 -8.28 -1.81
H 1.35 -7.53 -3.87
H -0.16 -6.95 -4.60
H -0.28 -8.85 -5.39
C 4.01 3.17 3.42
C 3.21 2.55 4.59
O 1.86 2.48 4.26
H 3.92 2.59 2.50
H 5.07 3.33 3.60
H 3.60 4.16 3.25
H 3.28 3.01 5.57
H 3.54 1.52 4.70
H 1.36 2.04 4.95
C 5.45 -2.50 -2.77
O 6.10 -1.27 -2.81
H 4.94 -2.39 -1.82
H 4.73 -2.45 -3.59
H 6.09 -3.38 -2.86
H 6.78 -1.31 -3.49
C -6.81 -3.00 2.57
O -7.60 -3.99 1.89
H -6.51 -3.41 3.53
H -5.93 -2.71 2.00
H -7.51 -2.16 2.65
H -8.32 -4.28 2.45
C -0.60 -0.13 -0.89
O -0.63 -0.75 0.41
H -0.74 -0.91 -1.64
H -1.39 0.61 -0.98
H 0.32 0.41 -1.12
H -0.21 -0.10 0.98
```

The calculation puts the total energy at -1277.25579 Eh. The value obtained for the energy relative to the best compared isomer or geometry (same formula, charge and spin) is 6.080 eV.



No. 4
DFT (ωB97M-V/def2-TZVPD) results for a structure of composition C15H48O9 in a non-equilibrium geometry.

XYZ file:
```
72
C15H48O9 (ωB97M-V/def2-TZVPD)
C -13.45 11.85 3.93
O -12.91 12.83 3.05
H -13.32 12.15 4.97
H -14.51 11.68 3.75
H -12.92 10.91 3.81
H -12.93 12.59 2.12
C -10.42 8.80 1.20
O -10.28 9.76 0.23
H -9.54 8.16 1.25
H -10.49 9.25 2.19
H -11.30 8.17 1.05
H -10.82 10.50 0.51
C -11.32 13.96 1.24
O -12.68 14.34 1.21
H -10.66 14.75 0.88
H -10.98 13.66 2.24
H -11.17 13.10 0.58
H -12.68 15.24 1.54
C -9.57 12.50 0.50
C -8.05 12.63 0.34
C -7.22 12.10 1.46
O -7.60 12.01 -0.91
H -9.85 11.51 0.84
H -10.03 12.58 -0.48
H -9.97 13.27 1.17
H -7.88 13.69 0.21
H -6.17 12.37 1.37
H -7.40 11.04 1.64
H -7.57 12.61 2.35
H -7.75 11.10 -0.63
C -8.98 11.12 3.01
C -10.31 11.45 3.63
C -10.39 12.23 4.96
O -11.01 12.14 2.64
H -8.42 10.47 3.67
H -8.33 12.00 3.00
H -9.07 10.69 2.01
H -10.87 10.52 3.79
H -11.40 12.32 5.33
H -10.07 13.27 4.86
H -9.81 11.68 5.70
H -11.83 12.44 3.04
C -14.94 8.67 -0.10
C -13.46 8.27 -0.18
C -12.56 9.34 -0.80
O -13.01 8.02 1.09
H -15.02 9.62 0.44
H -15.60 7.95 0.37
H -15.32 8.87 -1.10
H -13.37 7.39 -0.82
H -12.79 9.63 -1.83
H -11.52 9.02 -0.87
H -12.70 10.27 -0.25
H -13.41 7.21 1.40
C -14.87 12.79 1.58
C -13.97 11.88 0.74
C -14.09 12.21 -0.73
O -12.72 12.20 1.20
H -15.90 12.52 1.34
H -14.77 13.83 1.26
H -14.71 12.62 2.64
H -14.08 10.84 1.06
H -13.52 11.46 -1.29
H -13.75 13.21 -1.00
H -15.08 12.15 -1.17
H -12.69 13.16 1.19
O -13.17 9.91 2.13
H -12.68 10.62 1.71
H -13.08 9.17 1.53
O -11.45 10.96 1.16
H -11.06 11.43 1.90
H -12.22 11.48 0.92
```

The calculation puts the total energy at -1276.28931 Eh. The value obtained for the energy relative to the best compared isomer or geometry (same formula, charge and spin) is 32.379 eV.



No. 5
DFT (ωB97M-V/def2-TZVPD) results for a cluster of 7 separate species, C15H49N4O6 in total in a non-equilibrium geometry.

XYZ file:
```
74
C15H49N4O6 (ωB97M-V/def2-TZVPD)
N -0.97 -0.86 0.09
H -1.80 -0.53 0.04
H -0.31 -0.25 0.27
H -0.74 -1.26 -0.88
H -0.98 -1.64 0.82
C 1.78 1.81 3.28
C 0.43 1.18 3.08
C 0.56 -0.16 2.62
O 1.06 -0.34 1.39
C 1.07 -1.62 0.95
N -0.47 1.25 4.20
H 2.32 1.75 2.40
H 2.14 1.33 4.15
H 1.77 2.77 3.64
H 0.15 1.77 2.33
H -0.41 -0.73 2.60
H 0.98 -0.76 3.51
H 0.05 -2.07 0.78
H 1.49 -2.30 1.48
H 1.62 -1.77 0.18
H -0.69 2.24 4.50
H 0.10 0.92 5.15
C 0.86 3.66 -0.91
C 1.25 3.97 0.47
C 0.84 2.82 1.42
O -0.38 2.36 1.17
C -1.45 2.98 1.80
N 2.73 4.26 0.54
H -0.30 3.59 -1.04
H 1.46 2.69 -1.17
H 1.21 4.36 -1.77
H 0.79 4.88 0.89
H 0.89 3.15 2.33
H 1.34 1.89 1.27
H -2.09 1.94 1.65
H -1.83 3.89 1.32
H -1.47 2.90 3.02
H 2.66 4.90 -0.21
H 2.76 4.85 1.49
C -0.21 1.28 -3.27
C -1.37 0.22 -3.65
C -0.78 -1.10 -4.07
O 0.08 -0.87 -5.14
C 0.98 -1.96 -5.47
N -2.22 0.08 -2.43
H 0.41 1.44 -4.27
H 0.40 0.83 -2.65
H -0.36 2.18 -2.76
H -1.99 0.53 -4.38
H -1.67 -1.77 -4.47
H -0.28 -1.53 -3.20
H 0.40 -2.68 -5.91
H 1.58 -2.38 -4.81
H 1.77 -1.35 -6.18
H -2.93 -0.69 -2.57
H -2.80 0.83 -2.27
C -3.37 -3.29 2.60
O -2.88 -2.00 2.42
H -3.59 -3.72 1.74
H -4.25 -3.07 3.35
H -2.69 -4.04 3.01
H -2.91 -1.58 3.21
C 2.65 -1.18 -1.50
O 2.04 -0.24 -0.76
H 2.73 -1.05 -2.59
H 2.02 -2.05 -1.43
H 3.58 -1.29 -1.08
H 2.84 0.20 -0.35
C -1.25 -5.07 0.14
O -0.25 -4.08 -0.26
H -1.02 -5.98 -0.30
H -2.11 -4.74 -0.37
H -1.33 -5.10 1.22
H 0.33 -4.60 -0.36
```

Its net charge is +1. The calculation puts the total energy at -1270.42167 Eh. The value obtained for the energy relative to the best compared isomer or geometry (same formula, charge and spin) is 8.448 eV.



No. 6
DFT (ωB97M-V/def2-TZVPD) results for a cluster of 9 separate species, C15H49NO9 in total in a non-equilibrium geometry.

XYZ file:
```
74
C15H49NO9 (ωB97M-V/def2-TZVPD)
C 9.48 17.79 11.38
O 9.03 16.76 12.32
C 9.55 15.47 11.98
C 9.13 14.45 13.02
C 9.64 13.02 12.64
N 7.63 14.46 12.99
H 9.73 17.41 10.44
H 10.41 18.14 11.73
H 8.71 18.51 11.46
H 9.19 15.04 11.01
H 10.66 15.55 11.84
H 9.45 14.74 14.04
H 10.72 12.99 12.86
H 9.33 12.70 11.67
H 9.18 12.32 13.34
H 7.37 13.76 13.69
H 7.37 15.42 13.29
C 6.30 7.39 7.97
C 7.08 8.06 6.87
O 7.57 9.36 7.22
H 5.40 7.92 8.18
H 6.90 7.24 8.85
H 6.03 6.31 7.68
H 6.49 8.12 5.94
H 7.96 7.45 6.66
H 6.79 9.87 7.38
C 6.43 12.49 5.87
C 5.42 11.44 6.15
O 5.35 10.80 7.42
H 6.22 12.79 4.81
H 7.49 12.26 6.02
H 6.30 13.34 6.56
H 5.53 10.59 5.48
H 4.40 11.81 5.91
H 5.35 11.47 8.13
C 11.39 8.67 10.07
C 10.03 8.58 9.37
O 9.49 9.90 9.28
H 11.20 8.77 11.16
H 11.98 9.52 9.69
H 11.94 7.70 9.95
H 9.39 8.00 9.97
H 9.97 8.06 8.40
H 8.84 9.83 8.53
C 7.13 9.99 15.21
O 7.90 9.17 14.35
H 7.78 10.71 15.71
H 6.29 10.45 14.68
H 6.66 9.30 16.02
H 7.69 9.22 13.38
C 11.36 9.20 13.79
O 10.14 9.26 13.12
H 11.66 8.10 13.85
H 12.08 9.74 13.24
H 11.25 9.54 14.82
H 9.46 9.21 13.80
C 11.09 13.04 9.00
O 9.67 13.28 8.84
H 11.49 12.31 8.28
H 11.65 13.94 9.06
H 11.17 12.57 9.96
H 9.11 12.54 9.19
C 6.64 13.74 9.63
O 5.41 12.97 9.47
H 6.41 14.80 9.48
H 7.03 13.62 10.63
H 7.26 13.42 8.84
H 4.86 13.31 10.18
C 6.61 9.59 10.77
O 7.66 9.52 11.73
H 6.76 8.79 10.03
H 5.66 9.40 11.20
H 6.48 10.58 10.31
H 8.48 9.45 11.25
```

The calculation puts the total energy at -1332.65889 Eh.



No. 7
DFT (ωB97M-V/def2-TZVPD) results for a structure of composition C15H4Cl5I2NOPt in a non-equilibrium geometry.

XYZ file:
```
29
C15H4Cl5I2NOPt (ωB97M-V/def2-TZVPD)
Pt -0.15 0.01 -0.31
Cl -1.73 -3.22 0.88
C -0.60 -3.11 -0.42
C -0.01 -1.90 -0.78
C 0.73 -1.91 -1.94
Cl 1.06 -0.23 -2.43
C 1.02 -2.99 -2.72
Cl 1.94 -2.81 -4.14
C 0.50 -4.22 -2.29
Cl 0.83 -5.62 -3.19
C -0.33 -4.27 -1.16
Cl -1.03 -5.76 -0.70
I -1.26 5.23 -0.45
C -1.35 3.93 1.09
C -1.79 4.28 2.33
C -1.83 3.36 3.39
I -2.49 4.05 5.18
C -1.44 1.97 3.21
C -1.42 1.01 4.23
C -0.97 -0.26 3.93
C -0.60 -0.58 2.64
N -0.66 0.31 1.64
C -1.03 1.56 1.94
C -0.92 2.52 0.85
O -0.44 2.17 -0.20
H -2.10 5.30 2.52
H -1.72 1.26 5.24
H -0.92 -1.02 4.70
H -0.23 -1.56 2.38
```

Its net charge is +2. The calculation puts the total energy at -3719.00189 Eh. The value obtained for the energy relative to the best compared isomer or geometry (same formula, charge and spin) is 0.000 eV.



No. 8
DFT (ωB97M-V/def2-TZVPD) results for a structure of composition C15H4Cl6CoNO3 in a non-equilibrium geometry.

XYZ file:
```
30
C15H4Cl6CoNO3 (ωB97M-V/def2-TZVPD)
Co -0.11 0.20 -0.94
Cl 4.03 -3.89 -4.15
C 2.67 -3.20 -3.38
C 1.42 -3.90 -3.39
Cl 1.33 -5.43 -4.17
C 0.31 -3.37 -2.78
Cl -1.20 -4.19 -2.77
C 0.40 -2.11 -2.15
O -0.58 -1.53 -1.54
C 1.64 -1.40 -2.15
O 1.62 -0.27 -1.54
C 2.77 -1.97 -2.77
Cl 4.24 -1.08 -2.73
Cl -2.56 4.41 -0.91
C -2.01 3.47 0.42
C -2.27 3.92 1.73
C -1.86 3.21 2.82
Cl -2.20 3.80 4.42
C -1.15 1.99 2.66
C -0.67 1.17 3.70
C 0.00 0.02 3.40
C 0.21 -0.34 2.06
N -0.23 0.41 1.07
C -0.90 1.57 1.34
C -1.33 2.29 0.19
O -1.04 1.80 -1.00
H -2.81 4.85 1.87
H -0.84 1.46 4.73
H 0.38 -0.63 4.18
H 0.73 -1.24 1.79
```

The calculation puts the total energy at -4998.39669 Eh.



Repeat the seventh record exactly.
DFT (ωB97M-V/def2-TZVPD) results for a structure of composition C15H4Cl5I2NOPt in a non-equilibrium geometry.

XYZ file:
```
29
C15H4Cl5I2NOPt (ωB97M-V/def2-TZVPD)
Pt -0.15 0.01 -0.31
Cl -1.73 -3.22 0.88
C -0.60 -3.11 -0.42
C -0.01 -1.90 -0.78
C 0.73 -1.91 -1.94
Cl 1.06 -0.23 -2.43
C 1.02 -2.99 -2.72
Cl 1.94 -2.81 -4.14
C 0.50 -4.22 -2.29
Cl 0.83 -5.62 -3.19
C -0.33 -4.27 -1.16
Cl -1.03 -5.76 -0.70
I -1.26 5.23 -0.45
C -1.35 3.93 1.09
C -1.79 4.28 2.33
C -1.83 3.36 3.39
I -2.49 4.05 5.18
C -1.44 1.97 3.21
C -1.42 1.01 4.23
C -0.97 -0.26 3.93
C -0.60 -0.58 2.64
N -0.66 0.31 1.64
C -1.03 1.56 1.94
C -0.92 2.52 0.85
O -0.44 2.17 -0.20
H -2.10 5.30 2.52
H -1.72 1.26 5.24
H -0.92 -1.02 4.70
H -0.23 -1.56 2.38
```

Its net charge is +2. The calculation puts the total energy at -3719.00189 Eh. The value obtained for the energy relative to the best compared isomer or geometry (same formula, charge and spin) is 0.000 eV.